This record from the OMol25 dataset describes a single CH4O2SSi molecule in a non-equilibrium geometry. The level of theory is wB97M-V/def2-TZVPD.

```
! wB97M-V def2-TZVPD RIJCOSX def2/J DEFGRID3
* xyz 0 1
C -0.8184 1.4294 -0.0142
O 1.1856 -1.3559 1.8977
O -0.1619 -1.3248 -0.0777
Si 0.3135 0.1430 -0.7370
S 0.1937 -2.1603 1.1877
H -1.3299 2.1796 -0.4755
H -0.0651 -0.5622 -2.0509
H -1.1109 1.4307 1.0583
H 1.7933 0.2205 -0.7884
*
```

highest occupied orbital energy (spin up / spin down) = -9.71 / -8.13 eV
relative energy (zero: lowest compared OMol25 entry of this formula, charge and spin) = 30.6 kcal/mol
Kohn-Sham gap (spin up / spin down) = 9.31 / 6.96 eV
energy = -23907.024 eV

=====

This record from the OMol25 dataset describes C25H45Cl2PW as an isolated structure in a non-equilibrium geometry. The level of theory is wB97M-V/def2-TZVPD.

```
! wB97M-V def2-TZVPD RIJCOSX def2/J DEFGRID3
* xyz 0 3
W 1.5587 0.0818 0.3144
P 0.1640 0.5280 -2.0811
Cl 1.4925 2.3636 0.4111
C -2.5598 -0.2599 -0.2668
H -3.4057 0.1801 -0.8708
H -1.6903 0.3377 0.1385
C 1.9390 0.8152 -2.4805
C -0.7270 2.1801 -2.4241
C 2.3973 0.8316 -3.9698
H 2.1710 1.8227 -2.0962
C 3.8903 1.1954 -4.0330
H 2.2591 -0.1628 -4.4251
H 1.8260 1.5523 -4.5711
C 4.7919 0.2948 -3.1805
H 4.2384 1.1468 -5.0709
H 4.0104 2.2404 -3.7085
C 4.2881 0.0992 -1.7953
H 4.8682 -0.6926 -3.6526
H 5.7837 0.7231 -3.0860
C 2.7956 -0.2697 -1.7833
H 4.7628 -0.7110 -1.2317
H 4.3768 0.9884 -1.1569
H 2.5616 -1.2541 -2.2215
H 2.9899 -0.5818 -0.6050
C -0.5391 -0.5497 -3.5448
C -2.2231 2.0297 -2.7203
H -0.6178 2.6661 -1.4371
C -2.9499 3.3769 -2.6618
H -2.3925 1.5839 -3.7115
H -2.6721 1.3437 -2.0085
C -2.3130 4.4184 -3.5816
H -4.0084 3.2392 -2.9269
H -2.9248 3.7431 -1.6198
C -0.7848 4.4881 -3.4766
H -2.5918 4.1977 -4.6274
H -2.7348 5.4038 -3.3537
C -0.0935 3.1152 -3.4611
H -0.3846 5.0957 -4.3012
H -0.5174 5.0135 -2.5436
H -0.1631 2.6790 -4.4712
H 0.9739 3.2617 -3.2586
C 0.1634 -1.9028 -3.6840
H -1.5737 -0.7177 -3.1909
C -0.5762 -2.8395 -4.6592
H 1.1885 -1.7461 -4.0563
H 0.2579 -2.4077 -2.7186
C -0.8168 -2.2178 -6.0397
H -0.0025 -3.7688 -4.7664
H -1.5490 -3.1125 -4.2189
C -1.3779 -0.7940 -5.9584
H 0.1303 -2.2050 -6.6031
H -1.5063 -2.8506 -6.6116
C -0.6364 0.0975 -4.9446
H -1.3423 -0.3248 -6.9516
H -2.4413 -0.8461 -5.6735
H 0.3764 0.2881 -5.3287
H -1.1380 1.0714 -4.9184
C 0.5210 -1.6678 0.0388
C -2.3637 -1.4770 -0.5668
H 0.2844 -1.9760 -1.0289
C -2.6169 -2.4919 0.6071
H -1.7210 -2.1627 -1.3750
C -1.8936 -2.7818 1.9073
H -3.5642 -1.9372 0.9170
H -2.9181 -3.4698 0.1836
C -0.6103 -3.5692 1.7287
H -1.6513 -1.9305 2.5249
H -2.5478 -3.3658 2.5974
C 0.5088 -2.8624 0.8463
H -0.1482 -3.8508 2.6869
H -0.8708 -4.5298 1.2835
H 1.3576 -2.6246 1.5273
H 0.8622 -3.6807 0.1992
Cl 0.6309 -0.0707 2.5245
*
```

highest occupied orbital energy (spin up / spin down) = -6.89 / -6.94 eV
Kohn-Sham gap (spin up / spin down) = 6.37 / 6.01 eV
energy = -62805.658 eV

=====

This record from the OMol25 dataset describes a 2-piece molecular cluster, C3H6NO2 overall in a non-equilibrium geometry. The level of theory is wB97M-V/def2-TZVPD.

```
! wB97M-V def2-TZVPD RIJCOSX def2/J DEFGRID3
* xyz -1 1
O 1.4758 -0.7445 -0.2587
C 2.2141 -0.1428 0.6078
O 1.8902 0.7693 1.3883
H 3.2014 -0.6209 0.7694
C -1.3319 -0.7854 -0.7687
C -0.9399 1.2624 0.2755
N -1.7936 0.5346 -0.3716
H -2.1136 -1.3359 -1.2901
H -1.0161 -1.3553 0.1538
H -0.5011 -0.6827 -1.3943
H -1.1492 2.2885 0.5699
H 0.0637 0.8128 0.3188
*
```

highest occupied orbital energy = -4.01 eV
relative energy (zero: lowest compared OMol25 entry of this formula, charge and spin) = 39.1 kcal/mol
Kohn-Sham gap = 8.46 eV
energy = -8793.520 eV

=====

This record from the OMol25 dataset describes C28H20AuBrF5N2OS as an isolated structure. The level of theory is wB97M-V/def2-TZVPD.

```
! wB97M-V def2-TZVPD RIJCOSX def2/J DEFGRID3
* xyz 1 1
Au 0.0502 -0.1375 0.0587
C 2.4743 0.0084 -4.8901
C 3.9248 -0.0186 -4.4090
C 4.6346 1.2390 -4.9319
C 4.6085 -1.2713 -4.9774
C 4.0208 -0.0553 -2.8864
C 5.2936 -0.0365 -2.2731
C 5.4688 -0.0825 -0.9092
C 4.3293 -0.1414 -0.1088
S 4.1973 -0.1979 1.6268
C 2.5000 -0.2337 1.4896
N 2.0559 -0.2102 0.2534
C 3.0689 -0.1577 -0.6952
C 2.9024 -0.1203 -2.0787
C 1.4920 -0.2627 2.5309
C 1.6994 -0.2605 3.9047
C 0.6051 -0.2465 4.7568
C -0.6870 -0.2314 4.2491
C -0.9243 -0.2353 2.8720
C 0.1795 -0.2593 2.0615
H 2.4587 0.0402 -5.9794
H 1.9434 0.8918 -4.5272
H 1.9252 -0.8843 -4.5823
H 4.5651 1.2739 -6.0199
H 5.6923 1.2540 -4.6676
H 4.1715 2.1434 -4.5322
H 4.5399 -1.2680 -6.0661
H 4.1287 -2.1796 -4.6080
H 5.6650 -1.3131 -4.7091
H 6.1752 0.0106 -2.8978
H 6.4597 -0.0744 -0.4756
H 1.9036 -0.1526 -2.4952
H 2.7074 -0.2666 4.3016
H 0.7605 -0.2431 5.8266
H -1.5330 -0.2176 4.9231
H -1.9278 -0.2288 2.4707
Br -2.8199 5.2760 -0.0025
C -1.1398 4.4531 -0.1754
C 0.0108 5.2076 -0.3242
C 1.2205 4.5435 -0.4501
C 1.2274 3.1605 -0.4216
N 0.1154 2.4373 -0.2773
C -1.0514 3.0704 -0.1580
H -0.0405 6.2877 -0.3427
H 2.1442 5.0920 -0.5715
H 2.1558 2.6073 -0.5195
H -1.9350 2.4526 -0.0475
F -4.7737 -3.8390 -2.7460
C -4.0634 -2.9352 -2.0846
C -2.7558 -2.6713 -2.4518
F -2.1978 -3.3114 -3.4732
C -2.0360 -1.7258 -1.7488
F -0.7665 -1.4389 -2.1413
C -2.5685 -1.0223 -0.6787
O -1.9009 -0.0562 -0.0223
C -3.8861 -1.3050 -0.3286
F -4.4416 -0.6579 0.6962
C -4.6269 -2.2446 -1.0211
F -5.8793 -2.4932 -0.6631
*
```

highest occupied orbital energy = -11.37 eV
relative energy (zero: lowest compared OMol25 entry of this formula, charge and spin) = 28.8 kcal/mol
Kohn-Sham gap = 6.81 eV
energy = -132538.051 eV

=====

This record from the OMol25 dataset describes a 5-piece molecular cluster, C2H13NO3S overall in a non-equilibrium geometry. The level of theory is wB97M-V/def2-TZVPD.

```
! wB97M-V def2-TZVPD RIJCOSX def2/J DEFGRID3
* xyz 0 1
C -0.0415 0.6850 0.9836
C -0.9497 0.4420 -0.2896
S -0.1334 -0.3831 -1.6738
N 0.3598 2.0822 1.2217
H 0.8988 0.1591 0.7119
H -0.4184 0.1616 1.8736
H -1.2711 1.4389 -0.7803
H -1.8075 -0.1526 0.0586
H 1.6213 -0.2903 0.4355
H 0.7680 2.5037 0.4667
H -0.4432 2.6697 1.3766
H -1.9213 -2.2672 1.6070
H -0.5188 -2.4678 0.9754
O -1.0147 -1.9084 1.6176
H 1.6491 2.4778 -2.5372
H 0.7199 1.5390 -1.8272
O 0.9927 2.4254 -1.8356
H 0.6065 -3.8402 -0.9535
H 0.4077 -2.2317 -1.0109
O 0.4959 -3.0432 -0.4201
*
```

highest occupied orbital energy = -8.56 eV
relative energy (zero: lowest compared OMol25 entry of this formula, charge and spin) = 111.6 kcal/mol
Kohn-Sham gap = 6.43 eV
energy = -20748.008 eV

=====

This record from the OMol25 dataset describes a 2-piece molecular cluster, C4H12N2O overall in a non-equilibrium geometry. The level of theory is wB97M-V/def2-TZVPD.

```
! wB97M-V def2-TZVPD RIJCOSX def2/J DEFGRID3
* xyz 0 1
C -0.2982 0.8712 -1.3822
N -0.8214 -0.2869 -1.3696
C -1.2811 -0.7978 -0.0739
C -1.4195 0.1596 1.1237
C -0.0970 0.3067 1.9092
N 0.4155 1.6587 2.0372
H -0.0402 1.3235 -2.3357
H -0.1794 1.4786 -0.4885
H -2.2701 -1.2256 -0.2636
H -0.5667 -1.5889 0.1682
H -2.1893 -0.2263 1.7954
H -1.8579 1.1180 0.8323
H 0.7329 -0.3337 1.6062
H -0.3553 -0.1670 2.8802
H 1.3962 1.7136 1.7814
H 0.1349 2.1533 2.8500
O 3.2239 -2.0254 -3.4656
H 3.1412 -2.4784 -4.3294
H 2.3316 -1.6533 -3.2753
*
```

highest occupied orbital energy = -9.20 eV
SMILES = C=NCCCN.O
relative energy (zero: lowest compared OMol25 entry of this formula, charge and spin) = 52.4 kcal/mol
Kohn-Sham gap = 10.11 eV
energy = -9368.920 eV